w.
Computed, not measured: a 8-piece molecular cluster, C26H73N5O11 overall, with ωB97M-V/def2-TZVPD.

Geometry as XYZ:
```
115
C26H73N5O11, DFT ωB97M-V/def2-TZVPD
C 3.421 -0.513 -3.502
O 3.052 0.547 -4.363
C 3.685 1.811 -3.981
C 2.998 3.131 -4.594
C 3.690 4.495 -4.222
N 1.712 3.298 -4.033
H 3.442 -0.381 -2.420
H 4.434 -0.848 -3.723
H 2.784 -1.382 -3.662
H 3.727 1.839 -2.892
H 4.709 1.730 -4.345
H 2.723 2.935 -5.631
H 4.679 4.625 -4.661
H 3.825 4.697 -3.160
H 2.946 5.216 -4.561
H 1.148 2.460 -4.020
H 1.933 3.301 -3.048
C -3.440 -1.709 -2.367
O -2.954 -2.900 -1.765
C -1.650 -3.008 -1.400
C -1.482 -4.302 -0.547
C -2.228 -4.312 0.851
N -0.150 -4.520 -0.227
H -4.404 -1.994 -2.789
H -2.674 -1.502 -3.114
H -3.599 -0.818 -1.760
H -1.150 -3.144 -2.359
H -1.403 -2.052 -0.937
H -1.838 -5.190 -1.070
H -1.900 -5.092 1.539
H -3.317 -4.327 0.831
H -2.155 -3.288 1.217
H 0.280 -3.959 -0.948
H 0.009 -3.897 0.551
C 4.015 -3.723 3.964
O 2.599 -3.895 4.027
C 1.738 -3.585 2.929
C 1.585 -2.069 2.617
C 0.872 -1.330 3.706
N 0.704 -2.124 1.480
H 4.202 -2.781 3.448
H 4.453 -4.451 3.281
H 4.435 -3.714 4.970
H 2.091 -4.166 2.078
H 0.747 -4.006 3.102
H 2.610 -1.772 2.397
H 0.629 -0.279 3.550
H 1.498 -1.279 4.596
H -0.030 -1.826 4.064
H 0.025 -1.377 1.495
H 1.319 -2.075 0.681
C -6.288 -3.528 6.232
O -5.935 -2.571 5.270
C -5.452 -1.289 5.836
C -4.781 -0.420 4.784
C -3.984 0.751 5.514
N -5.687 0.263 3.821
H -7.049 -3.269 6.967
H -5.439 -3.920 6.792
H -6.783 -4.363 5.737
H -6.238 -0.786 6.399
H -4.669 -1.504 6.564
H -4.114 -1.042 4.186
H -4.513 1.191 6.360
H -3.643 1.485 4.783
H -3.072 0.339 5.948
H -6.517 0.687 4.210
H -5.987 -0.340 3.068
C -2.133 -0.369 1.247
O -0.949 0.108 0.567
C -1.310 1.287 -0.117
C -0.243 1.627 -1.154
C -0.017 0.541 -2.179
N 0.986 1.998 -0.533
H -2.927 0.378 1.233
H -1.988 -0.583 2.306
H -2.480 -1.238 0.689
H -2.259 1.134 -0.630
H -1.428 2.200 0.467
H -0.500 2.513 -1.735
H -0.990 0.235 -2.562
H 0.449 -0.391 -1.858
H 0.556 0.986 -2.992
H 0.769 1.800 0.433
H 0.986 3.003 -0.629
O -0.874 6.317 -1.023
C 0.456 6.887 -1.032
C 1.301 6.227 0.007
O 1.274 4.823 -0.348
H -1.071 6.214 -0.090
H 0.722 6.751 -2.080
H 0.336 7.931 -0.741
H 0.913 6.492 0.990
H 2.333 6.574 0.072
H 0.347 4.790 -0.595
O -0.490 -2.236 -5.415
C -0.226 -1.119 -6.116
C 1.044 -1.242 -6.932
O 1.133 -0.199 -7.884
H -1.441 -2.369 -5.418
H -1.034 -1.063 -6.845
H -0.316 -0.202 -5.533
H 1.101 -2.247 -7.350
H 1.949 -1.102 -6.340
H 2.018 0.174 -7.864
O 3.558 0.745 -0.115
C 3.550 0.786 1.269
C 4.193 2.055 1.847
O 5.629 1.986 1.713
H 2.715 1.153 -0.326
H 2.488 0.757 1.512
H 3.914 -0.060 1.851
H 4.070 2.130 2.927
H 3.671 2.902 1.401
H 6.021 2.737 2.164
```

Summary:
- LUMO energy: 0.135 eV
- Orbital gap: 8.81 eV
- Spin multiplicity: 1
- SMILES string: COC[C@H](C)N.COC[C@H](C)N.COC[C@H](C)N.COC[C@H](C)N.COC[C@H](C)N.OCCO.OCCO.OCCO

---

x.
Computed, not measured: a 8-piece molecular cluster, C26H73N5O11 overall, with ωB97M-V/def2-TZVPD.

Geometry as XYZ:
```
115
C26H73N5O11, DFT ωB97M-V/def2-TZVPD
C -9.561 -19.875 9.930
O -10.559 -20.028 8.969
C -9.929 -20.300 7.723
C -10.949 -20.268 6.607
C -10.352 -20.638 5.242
N -11.388 -18.880 6.546
H -9.955 -20.012 10.926
H -9.000 -18.947 9.907
H -8.873 -20.660 9.827
H -9.044 -19.725 7.597
H -9.522 -21.271 7.691
H -11.707 -20.941 6.920
H -11.181 -20.890 4.582
H -9.774 -21.580 5.286
H -9.668 -19.894 4.805
H -11.519 -18.641 7.524
H -12.287 -18.746 6.092
C 0.370 -21.440 12.371
O -0.544 -22.510 12.540
C -1.898 -22.189 12.827
C -2.631 -23.571 12.924
C -2.466 -24.404 11.699
N -4.046 -23.250 13.079
H 0.061 -20.877 11.561
H 1.356 -21.794 12.140
H 0.462 -20.822 13.261
H -1.975 -21.630 13.754
H -2.277 -21.650 12.002
H -2.234 -24.099 13.787
H -2.731 -23.907 10.728
H -3.146 -25.228 11.786
H -1.481 -24.897 11.635
H -4.342 -22.624 12.335
H -4.108 -22.632 13.914
C -11.830 -22.463 11.252
O -12.736 -22.045 10.221
C -13.852 -21.412 10.670
C -14.569 -20.800 9.480
C -16.020 -21.274 9.345
N -13.876 -21.127 8.276
H -10.910 -22.893 10.768
H -12.265 -23.313 11.763
H -11.520 -21.639 11.898
H -14.492 -21.983 11.299
H -13.572 -20.557 11.352
H -14.649 -19.774 9.667
H -16.636 -21.076 10.268
H -16.209 -22.349 9.095
H -16.504 -20.674 8.550
H -13.872 -22.156 8.180
H -12.966 -20.955 8.603
C -11.220 -19.418 17.336
O -9.846 -19.353 16.990
C -8.989 -19.928 17.984
C -7.544 -19.610 17.527
C -6.513 -20.236 18.439
N -7.395 -18.208 17.571
H -11.393 -18.881 18.246
H -11.451 -20.495 17.584
H -11.971 -19.025 16.611
H -9.217 -19.508 19.009
H -9.153 -20.996 17.914
H -7.357 -19.917 16.552
H -5.524 -19.905 18.215
H -6.391 -21.300 18.445
H -6.743 -19.890 19.417
H -7.562 -17.855 18.467
H -8.013 -17.742 16.923
C -4.105 -21.599 10.035
O -5.071 -22.215 10.854
C -5.540 -23.509 10.398
C -6.770 -23.858 11.294
C -7.417 -25.190 10.865
N -7.621 -22.700 11.011
H -3.939 -20.500 10.150
H -4.343 -21.648 8.988
H -3.194 -22.104 10.005
H -5.814 -23.678 9.356
H -4.786 -24.289 10.552
H -6.453 -23.852 12.384
H -7.504 -25.142 9.783
H -8.320 -25.324 11.438
H -6.624 -25.800 11.327
H -7.785 -22.827 10.021
H -7.040 -21.926 10.995
O -7.728 -18.306 13.973
C -8.503 -19.169 13.140
C -9.869 -19.409 13.762
O -10.577 -18.384 13.816
H -8.370 -17.707 14.346
H -8.552 -18.719 12.131
H -7.856 -20.072 12.997
H -9.855 -19.885 14.740
H -10.465 -20.041 13.097
H -10.216 -17.657 14.261
O -4.542 -21.372 15.244
C -4.629 -20.056 14.750
C -4.902 -20.105 13.260
O -5.174 -18.924 12.846
H -4.148 -21.351 16.118
H -5.466 -19.597 15.277
H -3.752 -19.480 14.951
H -5.647 -20.855 12.932
H -3.960 -20.466 12.817
H -5.952 -18.642 13.247
O -9.430 -22.412 12.964
C -8.859 -23.212 13.955
C -7.753 -22.431 14.726
O -7.057 -23.232 15.368
H -8.759 -22.307 12.228
H -9.609 -23.524 14.690
H -8.446 -24.111 13.468
H -8.122 -21.560 15.227
H -7.077 -22.065 13.944
H -6.204 -22.863 15.629
```

Summary:
- LUMO energy: 0.394 eV
- Orbital gap: 9.17 eV
- Spin multiplicity: 1
- SMILES string: COC[C@H](C)N.COC[C@H](C)N.COC[C@H](C)N.COC[C@H](C)N.COC[C@H](C)N.OCCO.OCCO.OCCO

---

Question: which arrangement is favored energetically? Ranking from most to least stable: w, x.